No. 1
17
Properties=species:S:1:pos:R:3 method="wB97M-V/def2-TZVPD" lumo_ha="-0.4234 / -0.4300" charge=+2 e_homo_ev="-16.344 / -17.424" mol_weight_g_mol=301.37 multiplicity=5 energy_ev=-41754.2734
Er -0.880 -2.225 0.008
F 0.963 2.268 0.236
O -1.285 -1.020 -1.663
O -2.246 0.480 -3.001
O -0.376 1.015 -1.980
C 1.041 0.938 0.011
C 0.229 -1.138 2.295
C -1.355 0.113 -2.261
C -0.434 0.031 1.951
C 0.866 0.605 -1.441
H 1.284 -1.320 2.071
H 1.057 -0.465 -1.594
H -1.270 0.142 2.662
H -0.260 -1.878 2.939
H 1.633 1.148 -2.016
H -0.922 0.784 1.326
H 1.956 0.521 0.455


No. 2
14
Properties=species:S:1:pos:R:3 method="wB97M-V/def2-TZVPD" lumo_ha=0.0098 e_homo_ev=-9.888 mol_weight_g_mol=97.12 e_above_lowest_kcal_mol=81.78 energy_ev=-8728.1329 smiles="C/N=C(/C#N)NC"
N 0.047 -0.811 -0.354
N -2.450 -2.187 1.022
N -0.482 0.635 1.431
C 0.049 -0.016 -1.699
C -1.721 -1.269 1.112
C -0.763 -0.344 0.670
C 1.025 1.181 1.173
H -0.063 -0.708 -2.653
H 1.081 0.605 -1.831
H 1.838 0.158 1.117
H -0.222 -1.717 -0.449
H -0.571 0.858 -1.837
H 1.348 1.756 2.062
H 0.883 1.859 0.236


No. 3
101
Properties=species:S:1:pos:R:3 method="wB97M-V/def2-TZVPD" lumo_ha="-0.3219 / -0.3219" charge=+2 e_homo_ev="-13.332 / -13.332" mol_weight_g_mol=966.48 e_above_lowest_kcal_mol=99.02 energy_ev=-122919.7039
Fe -0.608 0.020 -0.239
F 1.488 -1.670 -1.499
F 0.715 1.366 -0.115
F 1.805 0.389 -1.866
F 3.288 2.161 1.042
F 8.685 2.438 1.391
F 4.406 4.486 1.558
F 7.556 0.121 0.897
N 5.939 7.022 2.086
N -0.990 1.241 1.357
N -3.746 3.356 -0.027
N 9.737 5.201 2.018
N -3.365 0.890 -0.110
N 2.298 -0.444 0.168
N -0.334 -1.439 1.267
N -1.142 -1.481 -1.541
N -0.234 -5.239 5.078
N -1.280 -3.430 -2.431
N -0.743 -2.767 -1.488
N -2.052 -2.580 -3.127
N -4.257 4.027 -1.095
N -2.644 -0.236 0.095
N -1.162 1.224 -1.790
N 5.987 -2.469 0.825
N -1.878 2.339 -1.463
N -1.729 2.326 1.028
C -4.476 3.626 1.093
C -6.062 5.626 -1.541
C -3.523 -1.255 0.206
C -4.046 -4.928 -3.157
C -2.819 -3.024 -4.302
C 8.615 4.977 1.911
C 6.794 1.182 1.076
C 5.444 -1.459 0.772
C 4.769 -0.195 0.720
C 5.376 1.047 0.960
C -5.460 4.507 0.746
C 7.380 2.377 1.326
C 4.612 2.247 1.118
C 6.470 6.012 1.951
C 7.204 4.797 1.776
C 3.433 -0.308 0.372
C 0.539 -3.502 2.133
C 6.614 3.593 1.507
C 0.889 0.781 3.005
C 1.316 -0.447 -0.956
C -1.138 -1.383 2.345
C -3.221 -2.686 0.518
C 5.180 3.441 1.383
C 0.479 -2.505 1.180
C -4.177 -3.629 -3.944
C -1.828 3.225 -2.463
C -1.974 -1.385 -2.564
C -1.076 2.685 -3.480
C -0.285 -3.417 3.246
C -0.679 1.427 -3.033
C -0.410 2.946 2.674
C -5.066 -2.616 -3.235
C -0.257 -4.430 4.265
C -0.145 1.626 2.343
C -4.816 -0.751 0.057
C -5.278 4.731 -0.640
C -1.405 3.355 1.807
C -1.145 -2.331 3.345
C -4.670 0.605 -0.138
C 0.057 0.453 -3.901
B -2.704 2.291 -0.169
H 1.094 -2.599 0.305
H -4.626 -3.856 -4.916
H -5.490 6.518 -1.796
H 0.253 -0.509 -3.445
H -1.922 4.296 1.713
H 1.215 -4.335 1.999
H -0.525 0.286 -4.810
H -3.588 -4.761 -2.180
H -5.031 -5.362 -2.989
H 0.463 0.202 3.826
H -4.250 3.164 2.040
H -5.396 1.390 -0.273
H -3.440 -5.663 -3.687
H -0.867 3.122 -4.441
H -5.205 -1.708 -3.826
H 1.376 0.094 2.320
H -6.210 4.936 1.389
H -4.651 -2.330 -2.264
H -1.808 -0.542 2.398
H 1.645 1.438 3.433
H -2.178 -3.737 -4.818
H -3.866 -3.329 -0.082
H -1.814 -2.222 4.187
H -2.942 -2.145 -4.934
H -2.193 -2.978 0.344
H 0.055 3.521 3.457
H -6.051 -3.042 -3.049
H -6.983 5.946 -1.056
H -5.732 -1.312 0.117
H 1.012 0.873 -4.211
H -6.320 5.114 -2.467
H -2.510 -0.508 -2.880
H -3.459 -2.891 1.562
H -2.386 4.141 -2.394